Entry 1:
The following is a quantum chemistry calculation of a 2-piece molecular cluster, C2H5O6P overall in a non-equilibrium geometry, from the OMol25 dataset.

Computed properties:
ΔE to the lowest compared entry with this formula, charge and spin: 0.529 eV
HOMO-LUMO gap: 8.3 eV
LUMO level: 6.88 eV
HOMO level: -0.05170 Eh
net charge: -2

Each line ends with the Löwdin charge.
Element x y z (Å)
1 C 2.025 0.639 -0.067  -0.063
2 C 1.200 -0.752 -0.020  -0.723
3 O -3.380 0.810 0.016  -0.403
4 O -1.863 -0.739 -1.257  -0.213
5 O -1.829 -0.803 1.380  -0.237
6 O 0.847 -1.087 -1.194  -0.105
7 O 0.896 -1.185 1.095  -0.067
8 O -0.797 1.141 0.014  -0.352
9 P -2.007 0.268 0.082  0.147
10 H 2.582 0.966 -0.910  0.015
11 H 1.344 1.456 0.055  0.017
12 H 2.753 0.924 0.728  0.038
13 H -0.928 -0.828 -1.090  -0.050
14 H -0.844 -0.810 1.168  -0.002


Entry 2:
The following is a quantum chemistry calculation of a 2-piece molecular cluster, C11H22N2O3S overall in a non-equilibrium geometry, from the OMol25 dataset.

Computed properties:
ΔE to the lowest compared entry with this formula, charge and spin: 13.374 eV
HOMO-LUMO gap: 8.7 eV
LUMO level: 0.49 eV
HOMO level: -0.30228 Eh
net charge: 0

Each line ends with the Löwdin charge.
Element x y z (Å)
1 C 0.906 -3.111 2.448  -0.051
2 C 2.033 -2.449 1.465  -0.183
3 H 2.912 -3.017 1.563  0.082
4 H 1.818 -2.665 0.438  0.087
5 C 2.534 -1.000 1.726  -0.260
6 N 1.152 -0.332 1.649  0.137
7 C 0.394 -0.384 0.614  -0.405
8 O 0.846 -0.857 -0.757  -0.177
9 N -0.794 0.178 0.419  0.058
10 H -0.997 0.944 1.255  0.119
11 C -1.706 0.350 -0.830  -0.119
12 C -1.467 -0.915 -1.709  -0.599
13 O -1.147 -0.693 -2.765  0.208
14 O -1.868 -1.884 -0.896  -0.015
15 C -1.548 -3.108 -1.624  0.037
16 H -0.643 -3.313 -1.708  0.010
17 H -2.212 -3.035 -2.299  0.025
18 H -1.957 -3.892 -0.728  0.176
19 H -2.695 0.702 -0.614  0.137
20 C -1.133 1.621 -1.471  -0.289
21 C -1.204 2.985 -0.944  -0.488
22 H -2.468 3.011 -0.583  0.138
23 H -1.059 3.774 -1.572  0.033
24 S -0.574 3.195 0.833  0.701
25 C 1.333 3.121 -0.078  -0.170
26 H 1.424 3.933 -0.657  -0.048
27 H 2.007 3.562 1.177  0.155
28 H 1.438 2.133 -0.206  -0.076
29 H 0.010 1.445 -1.582  0.133
30 H -1.549 1.706 -2.446  0.111
31 H 0.576 -0.049 2.266  0.061
32 C 3.539 -0.585 0.754  0.003
33 H 4.297 -1.114 0.978  0.021
34 H 3.722 0.513 1.095  0.141
35 H 3.183 -0.691 -0.159  0.034
36 H 2.437 -0.991 2.679  0.081
37 H 0.973 -4.196 2.098  0.089
38 H -0.165 -2.706 2.361  0.087
39 H 1.178 -3.018 3.434  0.015


Entry 3:
The following is a quantum chemistry calculation of an isolated molecule of C5H6O in a non-equilibrium geometry, from the OMol25 dataset.

Computed properties:
ΔE to the lowest compared entry with this formula, charge and spin: 2.766 eV
HOMO-LUMO gap: 8.8 eV
LUMO level: 0.46 eV
HOMO level: -0.30493 Eh
net charge: 0

Each line ends with the Löwdin charge.
Element x y z (Å)
1 C -2.015 0.058 0.149  -0.014
2 C -0.501 -0.173 0.005  -0.408
3 C 0.424 0.834 0.124  -0.075
4 C 1.737 0.301 -0.065  -0.189
5 C 1.906 -0.978 -0.306  0.159
6 O 0.004 -1.370 -0.248  -0.027
7 H -2.256 1.110 0.379  0.080
8 H -2.446 -0.555 0.949  0.079
9 H -2.553 -0.201 -0.770  0.079
10 H 0.213 1.874 0.329  0.097
11 H 2.726 0.748 -0.049  0.114
12 H 2.803 -1.613 -0.501  0.104


Entry 4:
The following is a quantum chemistry calculation of C24H23BCeF13N5O4S3 as an isolated structure in a non-equilibrium geometry, from the OMol25 dataset.

Computed properties:
ΔE to the lowest compared entry with this formula, charge and spin: 0.217 eV
HOMO-LUMO gap: 6.4 eV
LUMO level: -1.77 eV
HOMO level: -0.29973 Eh
net charge: 0

Each line ends with the Löwdin charge.
Element x y z (Å)
1 Ce -0.363 -0.595 1.812  1.179
2 F -5.645 -0.711 -0.362  0.133
3 C -5.841 -0.140 0.838  -0.611
4 F -6.075 -1.121 1.712  0.145
5 F -6.983 0.568 0.737  0.126
6 C -4.688 0.736 1.234  -0.105
7 C -4.871 2.091 1.408  0.009
8 C -3.795 2.901 1.762  -0.037
9 C -2.553 2.310 1.903  -0.100
10 N -2.373 1.003 1.713  -0.053
11 C -3.401 0.193 1.418  -0.607
12 S -2.956 -1.481 1.289  0.838
13 H -5.856 2.518 1.278  0.124
14 H -3.916 3.961 1.933  0.104
15 H -1.666 2.869 2.161  0.101
16 N 5.009 -1.257 -3.756  0.105
17 C 4.470 -0.912 -2.531  -0.314
18 C 3.286 -1.506 -2.084  -0.015
19 C 2.728 -1.132 -0.879  -0.066
20 C 3.348 -0.164 -0.099  -0.279
21 C 4.524 0.437 -0.530  -0.051
22 C 5.079 0.066 -1.738  -0.021
23 S 2.620 0.324 1.415  0.690
24 O 3.611 0.920 2.252  -0.233
25 O 1.935 -0.902 1.934  -0.395
26 N 1.285 1.151 1.163  -0.189
27 C 1.377 2.460 0.749  -0.449
28 N 2.553 2.898 0.272  0.144
29 C 2.601 4.159 -0.123  -0.109
30 C 1.498 5.001 -0.073  -0.054
31 C 0.334 4.443 0.422  -0.134
32 N 0.255 3.182 0.830  0.136
33 H 4.744 -2.152 -4.131  0.093
34 H 5.985 -1.048 -3.890  0.093
35 H 2.813 -2.279 -2.678  0.112
36 H 1.818 -1.609 -0.535  0.088
37 H 4.994 1.189 0.087  0.115
38 H 5.997 0.534 -2.073  0.113
39 H 3.556 4.506 -0.503  0.114
40 H 1.548 6.029 -0.398  0.099
41 H -0.579 5.028 0.493  0.114
42 F 0.059 0.934 3.724  0.059
43 B -0.418 -0.133 4.586  -1.195
44 F 0.387 -1.235 4.148  0.087
45 F -0.409 0.137 5.888  0.259
46 F -1.678 -0.441 3.995  0.083
47 C 1.698 -3.940 1.272  0.042
48 C 0.276 -3.687 0.772  -0.401
49 O 0.025 -2.350 0.544  -0.284
50 C -0.726 -4.177 1.838  -0.547
51 F -1.956 -4.381 1.376  0.163
52 F -0.342 -5.292 2.466  0.177
53 F -0.805 -3.201 2.782  0.103
54 C 0.050 -4.415 -0.564  -0.560
55 F -1.090 -4.082 -1.159  0.176
56 F 0.057 -5.750 -0.411  0.164
57 F 1.039 -4.113 -1.426  0.146
58 H 1.829 -3.496 2.258  0.105
59 H 2.407 -3.473 0.594  0.089
60 H 1.915 -5.006 1.336  0.105
61 O -0.810 0.063 -0.485  -0.605
62 S -0.102 0.798 -1.609  1.029
63 C -0.587 -0.161 -3.059  -0.288
64 C -1.975 0.337 -3.448  -0.216
65 C -1.887 1.858 -3.351  -0.218
66 C -1.238 2.164 -2.000  -0.281
67 H -0.529 -1.203 -2.747  0.102
68 H 0.155 0.021 -3.839  0.101
69 H -2.712 -0.056 -2.745  0.122
70 H -2.250 -0.003 -4.447  0.118
71 H -2.859 2.345 -3.429  0.118
72 H -1.265 2.242 -4.163  0.114
73 H -1.959 2.116 -1.182  0.096
74 H -0.707 3.111 -1.945  0.080


Look up the HOMO-LUMO gap of the second one. 8.7 eV


What is the ΔE to the lowest compared entry with this formula, charge and spin in the fourth record? 0.217 eV


The lowest ΔE to the lowest compared entry with this formula, charge and spin belongs to which entry? C24H23BCeF13N5O4S3